[1]
Computed, not measured: a 11-piece molecular cluster, C29H79Br8O28P7 overall at a distorted geometry, with ωB97M-V/def2-TZVPD.

Each line ends with the Löwdin charge.
Cartesian coordinates (Å):
C  21.172  9.139  14.975  -0.098
O  21.611  8.367  16.073  -0.222
P  20.590  7.508  16.956  0.411
O  19.999  6.384  16.220  -0.224
O  21.360  7.259  18.318  -0.205
C  22.016  8.388  18.969  -0.081
O  19.494  8.633  17.460  -0.261
C  18.282  8.422  18.244  -0.101
H  21.854  8.967  14.143  0.093
H  21.067  10.168  15.321  0.046
H  20.195  8.791  14.641  0.079
H  21.666  8.610  19.977  0.092
H  22.079  9.289  18.358  0.073
H  23.062  8.093  19.041  0.090
H  17.412  8.648  17.627  0.019
H  18.094  9.092  19.083  0.057
H  18.164  7.430  18.680  0.090
C  9.099  10.520  9.445  -0.095
O  10.506  10.380  9.177  -0.229
P  11.695  11.058  10.062  0.487
O  11.333  12.363  10.596  -0.237
O  12.072  9.867  11.148  -0.228
C  12.529  10.295  12.445  -0.153
O  12.973  11.084  9.024  -0.218
C  13.510  9.896  8.477  -0.120
H  8.837  11.568  9.593  0.079
H  8.728  10.099  10.379  0.086
H  8.501  10.205  8.591  0.088
H  11.783  10.138  13.224  0.084
H  13.064  11.239  12.553  0.018
H  13.344  9.624  12.718  0.008
H  14.493  9.736  8.921  0.080
H  13.678  10.017  7.406  0.090
H  12.933  8.992  8.674  0.087
C  22.662  12.295  9.829  -0.138
O  21.834  12.011  10.900  -0.244
P  21.149  10.536  11.071  0.496
O  22.124  9.410  11.196  -0.240
O  20.165  10.746  12.346  -0.262
C  19.683  11.985  12.782  -0.131
O  20.162  10.384  9.758  -0.245
C  19.146  11.340  9.444  -0.105
H  23.473  12.953  10.142  0.092
H  22.152  12.885  9.068  0.081
H  23.000  11.404  9.300  0.095
H  18.605  11.850  12.869  0.031
H  19.873  12.817  12.104  0.076
H  20.135  12.182  13.754  0.069
H  18.429  11.068  8.669  0.091
H  19.642  12.239  9.079  0.079
H  18.536  11.606  10.308  0.066
C  14.997  11.927  21.479  -0.102
O  14.712  12.459  20.189  -0.217
P  15.034  11.483  18.950  0.427
O  16.493  11.207  18.891  -0.243
O  14.055  10.227  19.250  -0.227
C  14.493  8.975  19.830  -0.075
O  14.393  12.119  17.661  -0.210
C  13.059  12.580  17.755  -0.086
H  15.107  12.720  22.219  0.093
H  15.714  11.110  21.554  0.088
H  14.037  11.578  21.860  0.088
H  13.790  8.522  20.528  0.092
H  15.504  9.068  20.227  0.077
H  14.475  8.145  19.123  0.085
H  12.407  11.896  17.211  0.078
H  12.985  13.428  17.075  0.063
H  12.705  12.841  18.753  0.106
C  16.377  15.251  17.560  -0.070
O  14.971  15.132  17.254  -0.231
P  14.022  16.412  17.431  0.425
O  12.655  16.165  16.874  -0.252
O  14.801  17.669  16.830  -0.231
C  14.755  17.987  15.396  -0.041
O  14.122  16.701  19.030  -0.229
C  13.681  17.919  19.646  -0.089
H  16.856  14.274  17.503  0.073
H  16.666  15.682  18.519  0.095
H  16.723  15.957  16.805  0.066
H  14.027  17.412  14.825  0.063
H  15.698  17.893  14.858  0.086
H  14.493  19.044  15.443  0.092
H  12.870  17.611  20.305  0.091
H  13.281  18.611  18.904  0.083
H  14.443  18.481  20.185  0.089
C  19.175  15.792  11.266  -0.093
O  19.737  16.341  12.465  -0.228
P  19.401  15.765  13.978  0.497
O  17.959  15.530  14.259  -0.240
O  20.383  14.490  14.054  -0.286
C  21.825  14.639  14.013  -0.089
O  20.116  16.857  14.927  -0.208
C  20.073  16.807  16.272  -0.153
H  20.050  15.416  10.736  0.088
H  18.656  16.477  10.596  0.085
H  18.384  15.071  11.473  0.074
H  22.143  14.337  13.015  0.083
H  22.377  13.960  14.663  0.070
H  22.278  15.619  14.158  0.095
H  19.097  16.508  16.656  0.073
H  20.336  17.785  16.674  0.104
H  20.657  16.000  16.714  0.075
C  9.051  9.875  18.637  -0.112
O  10.066  9.693  17.680  -0.248
P  10.195  8.340  16.741  0.516
O  10.320  7.107  17.542  -0.238
O  8.879  8.396  15.770  -0.222
C  8.863  7.429  14.759  -0.130
O  11.460  8.651  15.703  -0.241
C  12.637  9.180  16.325  -0.133
H  9.420  10.370  19.535  0.085
H  8.546  8.962  18.954  0.093
H  8.409  10.608  18.146  0.092
H  9.396  7.809  13.887  0.087
H  7.824  7.199  14.523  0.094
H  9.360  6.524  15.109  0.086
H  13.416  8.432  16.180  0.066
H  12.580  9.429  17.385  0.068
H  13.139  9.956  15.747  0.075
Br  15.820  12.313  12.677  0.699
C  15.702  12.742  14.598  -0.605
C  16.841  12.061  15.321  -0.638
Br  16.705  10.098  15.294  0.777
H  14.804  12.291  15.021  0.045
H  15.678  13.824  14.729  0.048
H  16.803  12.266  16.391  0.010
H  17.865  12.322  15.054  0.043
Br  20.773  12.689  16.994  0.668
C  19.285  12.331  18.265  -0.629
C  19.926  11.600  19.449  -0.689
Br  20.931  12.909  20.525  0.603
H  18.529  11.724  17.766  0.024
H  18.886  13.272  18.641  0.039
H  20.465  10.682  19.214  0.027
H  19.139  11.230  20.106  0.046
Br  14.697  15.902  11.297  0.591
C  13.160  14.841  11.883  -0.705
C  13.026  14.950  13.407  -0.627
Br  11.585  13.644  13.908  0.633
H  13.327  13.811  11.567  0.001
H  12.219  15.220  11.484  0.063
H  12.732  15.961  13.692  0.045
H  13.790  14.647  14.123  0.010
Br  17.890  8.356  11.665  0.621
C  16.212  8.059  12.791  -0.691
C  15.137  7.351  11.957  -0.565
Br  13.640  7.015  13.305  0.635
H  15.840  9.059  13.013  -0.052
H  16.470  7.500  13.690  0.039
H  15.382  6.348  11.609  0.050
H  14.787  7.939  11.109  0.049

Computed properties:
Energy relative to the best compared isomer or geometry (same formula, charge and spin): 3.297 eV
LUMO energy: 0.0093 Eh
Structure (SMILES): COP(=O)(OC)OC.COP(=O)(OC)OC.COP(=O)(OC)OC.COP(=O)(OC)OC.COP(=O)(OC)OC.COP(=O)(OC)OC.COP(=O)(OC)OC.BrCCBr.BrCCBr.BrCCBr.BrCCBr
F_max: 4.2 eV/Å
Gap between HOMO and LUMO: 10.13 eV
Highest occupied orbital energy: -9.87 eV

[2]
Computed, not measured: a 14-piece molecular cluster, C29H86Cl2O30P2 overall at a distorted geometry, with ωB97M-V/def2-TZVPD.

Each line ends with the Löwdin charge.
Cartesian coordinates (Å):
C  28.884  18.737  -27.972  -0.077
O  27.550  19.029  -28.424  -0.213
P  26.877  18.048  -29.496  0.403
O  26.697  16.632  -29.151  -0.202
O  25.533  18.833  -29.807  -0.194
C  24.378  18.616  -28.978  -0.068
O  27.739  18.265  -30.808  -0.208
C  27.982  19.551  -31.371  -0.087
H  29.063  17.664  -27.919  0.089
H  29.041  19.148  -26.977  0.090
H  29.563  19.256  -28.649  0.087
H  23.996  19.547  -28.568  0.096
H  24.648  17.976  -28.133  0.081
H  23.585  18.072  -29.489  0.075
H  28.172  20.330  -30.634  0.091
H  27.147  19.731  -32.048  0.093
H  28.883  19.511  -31.985  0.090
C  20.784  12.321  -32.356  -0.075
O  20.065  11.373  -31.578  -0.243
P  19.404  10.082  -32.250  0.410
O  20.353  9.134  -32.854  -0.217
O  18.329  10.661  -33.281  -0.147
C  17.479  11.718  -32.848  -0.132
O  18.537  9.466  -31.040  -0.215
C  19.230  8.860  -29.957  -0.102
H  20.712  13.312  -31.905  0.076
H  20.350  12.419  -33.353  0.097
H  21.842  12.070  -32.423  0.093
H  18.036  12.614  -32.557  0.097
H  16.912  11.443  -31.955  0.046
H  16.799  12.020  -33.640  0.130
H  18.808  7.905  -29.646  0.090
H  19.229  9.511  -29.081  0.078
H  20.259  8.634  -30.245  0.087
C  26.816  13.672  -30.997  -0.217
C  27.590  13.387  -29.715  -0.198
O  27.018  14.037  -28.581  -0.106
O  25.704  12.785  -31.108  -0.090
H  27.490  13.531  -31.848  0.122
H  26.478  14.712  -30.962  0.103
H  28.581  13.821  -29.890  0.121
H  27.706  12.317  -29.555  0.119
H  26.997  14.997  -28.771  0.031
H  25.091  13.195  -31.745  0.040
C  15.681  15.888  -28.015  -0.248
C  17.093  15.816  -27.463  -0.223
O  17.565  14.475  -27.468  -0.070
O  15.554  15.408  -29.324  -0.053
H  15.376  16.929  -27.896  0.123
H  15.048  15.321  -27.322  0.125
H  16.990  16.157  -26.424  0.122
H  17.773  16.533  -27.933  0.123
H  18.289  14.388  -26.838  0.103
H  15.588  14.443  -29.272  0.031
C  27.983  13.338  -24.782  -0.209
C  28.470  11.911  -24.709  -0.258
O  29.120  11.580  -25.918  -0.056
O  26.910  13.438  -25.718  -0.091
H  28.794  14.008  -25.076  0.128
H  27.636  13.634  -23.791  0.124
H  27.698  11.203  -24.393  0.120
H  29.172  11.845  -23.863  0.115
H  29.247  10.637  -26.043  0.093
H  27.319  13.449  -26.598  0.066
C  25.968  10.812  -27.745  -0.248
C  25.415  9.707  -26.866  -0.243
O  26.302  8.573  -26.880  -0.069
O  25.716  10.465  -29.101  -0.063
H  27.021  10.955  -27.482  0.104
H  25.444  11.756  -27.566  0.104
H  24.427  9.401  -27.213  0.095
H  25.342  10.055  -25.831  0.105
H  26.172  8.112  -26.048  0.072
H  25.636  11.284  -29.605  0.038
C  16.073  12.483  -30.532  -0.195
C  17.595  12.395  -30.454  -0.275
O  18.241  13.586  -30.052  -0.057
O  15.499  12.568  -29.226  -0.055
H  15.691  11.606  -31.061  0.125
H  15.781  13.379  -31.078  0.137
H  17.936  12.074  -31.440  -0.022
H  17.900  11.575  -29.791  0.132
H  17.945  13.802  -29.142  0.068
H  15.826  11.824  -28.711  0.106
C  20.163  18.978  -31.028  -0.253
C  21.021  19.482  -29.871  -0.232
O  21.079  18.609  -28.767  -0.103
O  20.705  17.843  -31.663  -0.074
H  20.063  19.823  -31.718  0.117
H  19.138  18.813  -30.681  0.112
H  20.560  20.404  -29.516  0.126
H  22.022  19.667  -30.274  0.110
H  21.326  17.689  -28.988  0.043
H  20.251  16.996  -31.450  0.047
C  24.722  16.143  -34.233  -0.245
C  24.012  15.654  -32.998  -0.207
O  24.102  14.236  -32.826  -0.082
O  23.897  15.943  -35.378  -0.052
H  25.723  15.706  -34.304  0.125
H  24.900  17.215  -34.075  0.120
H  22.960  15.950  -32.966  0.126
H  24.458  16.113  -32.113  0.115
H  23.676  13.842  -33.598  0.105
H  24.368  16.365  -36.103  0.087
C  17.929  16.106  -31.823  -0.234
C  17.733  16.500  -33.262  -0.236
O  17.900  15.389  -34.137  -0.063
O  19.215  15.530  -31.669  -0.105
H  17.139  15.397  -31.560  0.105
H  17.740  16.967  -31.172  0.117
H  18.416  17.288  -33.598  0.120
H  16.718  16.892  -33.358  0.125
H  18.818  15.122  -34.011  0.075
H  19.106  14.751  -31.083  0.056
C  22.060  18.720  -25.259  -0.220
C  23.152  17.690  -25.102  -0.178
O  23.226  16.766  -26.220  -0.130
O  22.238  19.503  -26.433  -0.081
H  22.073  19.381  -24.393  0.121
H  21.077  18.250  -25.338  0.126
H  22.995  17.044  -24.235  0.098
H  24.141  18.124  -24.939  0.130
H  23.871  16.083  -25.946  0.068
H  21.863  19.033  -27.204  0.037
C  22.604  14.321  -23.808  -0.228
C  23.947  13.727  -24.175  -0.225
O  24.756  14.833  -24.588  -0.088
O  21.855  14.559  -25.000  -0.084
H  22.784  15.242  -23.251  0.108
H  22.033  13.630  -23.189  0.119
H  23.897  13.056  -25.033  0.087
H  24.343  13.205  -23.296  0.121
H  25.515  14.457  -25.070  0.050
H  22.314  15.267  -25.494  0.044
C  22.272  15.056  -29.288  -0.202
C  23.723  14.645  -29.274  -0.235
O  24.152  14.416  -27.933  -0.058
O  22.093  16.277  -28.612  -0.086
H  21.666  14.278  -28.808  0.095
H  21.929  15.072  -30.325  0.117
H  24.397  15.376  -29.738  0.106
H  23.807  13.775  -29.934  0.097
H  25.004  13.961  -28.019  0.055
H  22.574  16.286  -27.758  0.061
C  21.722  12.097  -27.142  -1.020
Cl  22.106  11.420  -28.727  0.598
Cl  22.128  10.992  -25.834  0.567
H  22.291  13.004  -26.954  -0.015
H  20.677  12.392  -27.088  0.030

Computed properties:
LUMO energy: 0.0123 Eh
F_max: 4.8 eV/Å
Gap between HOMO and LUMO: 9.84 eV
Highest occupied orbital energy: -9.50 eV

Q: Among the records above, which one has the highest LUMO energy?
A: C29H86Cl2O30P2